<1>
Here is C4H2BrNO in the gas phase from the Open Molecules 2025 dataset. Energies are from ωB97M-V with the def2-TZVPD basis set.

XYZ file:
```
9
Properties=species:S:1:pos:R:3:lowdin_charge:R:1
C 0.6807 -1.3718 -0.0713 -0.372
C 1.7640 -0.6392 0.0298 0.071
C -1.4804 1.8908 -0.0757 -0.402
C -1.7214 0.7435 0.4064 -0.539
N -0.2925 -2.0498 -0.1773 -0.088
O -1.2315 3.0331 -0.1628 0.116
Br -2.1991 -0.9065 -0.0610 1.082
H 2.2490 -0.4494 0.9692 0.065
H 2.2312 -0.2508 -0.8573 0.066
```

Kohn-Sham gap (alpha / beta) (eV): 6.1 / 6.1
Highest occupied orbital energy (alpha / beta) (eV): -8.603 / -8.603


<2>
Here is a molecular structure, C4H2BrNO from the Open Molecules 2025 dataset. Energies are from ωB97M-V with the def2-TZVPD basis set.

XYZ file:
```
9
Properties=species:S:1:pos:R:3:lowdin_charge:R:1
C 1.3304 0.4171 -0.6910 -0.348
C 0.5716 -0.6770 -0.3806 -0.077
C -1.1515 -0.3836 0.6400 -0.508
C -1.1152 0.9361 0.8855 -0.434
N 1.4228 1.3112 -1.4784 0.148
O -1.5293 -1.4558 0.9918 0.046
Br -1.0970 2.6402 0.2082 0.820
H 0.5850 -1.6653 -1.0550 0.153
H 0.9832 -1.1228 0.8794 0.200
```

Kohn-Sham gap (alpha / beta) (eV): 6.8 / 6.8
Highest occupied orbital energy (alpha / beta) (eV): -9.256 / -9.248


It is <1> that is most stable; the runner-up trails by 25.8 kcal/mol.


<1>
Here is 2 unconnected molecules or ions with the total composition C3H3Br2F from the Open Molecules 2025 dataset. Energies are from ωB97M-V with the def2-TZVPD basis set.

XYZ file:
```
9
Properties=species:S:1:pos:R:3:lowdin_charge:R:1
C -1.7981 0.0333 -0.5622 0.134
C -0.4088 -0.1393 -0.6868 -0.665
C 0.5594 0.0276 0.3533 -0.085
F 0.2917 0.5498 1.5108 0.130
Br 3.8584 0.3443 2.4422 -0.537
Br 0.4151 -0.8998 -2.2378 0.785
H -2.1332 0.3487 0.3283 0.036
H -2.4633 -0.1938 -1.4620 0.119
H 1.6788 -0.0708 0.3143 0.084
```

Kohn-Sham gap (alpha / beta) (eV): 3.2 / 3.1
Highest occupied orbital energy (alpha / beta) (eV): -7.428 / -7.403


<2>
Here is C3H3Br2F in the gas phase from the Open Molecules 2025 dataset. Energies are from ωB97M-V with the def2-TZVPD basis set.

XYZ file:
```
9
Properties=species:S:1:pos:R:3:lowdin_charge:R:1
F 0.9523 -1.6729 0.4260 -0.032
C 0.7825 -0.3877 0.0160 -0.402
C -0.3261 0.0152 -0.8446 -0.158
C -0.3225 0.4524 0.6100 -1.129
Br -1.5115 -0.7849 1.7106 0.624
Br -0.3410 2.2361 1.1971 0.716
H 1.8424 -0.1422 -0.2153 0.167
H -0.0902 0.8636 -1.5025 0.116
H -0.9860 -0.5797 -1.3972 0.098
```

Kohn-Sham gap (eV): 10.4
Highest occupied orbital energy (eV): -10.134
SMILES: F[C@H]1CC1(Br)Br


It is <2> that is most stable; the runner-up trails by 66.5 kcal/mol.


<1>
Here is a molecular structure, C6H12O6 from the Open Molecules 2025 dataset. Energies are from ωB97M-V with the def2-TZVPD basis set.

XYZ file:
```
24
Properties=species:S:1:pos:R:3:lowdin_charge:R:1
O 2.9465 0.3235 -1.0965 -0.028
C 2.7718 0.3161 0.1872 -0.281
H 3.1918 1.3152 0.6414 0.157
C 1.1658 0.2383 0.4386 -0.144
C 0.5428 -1.2408 -0.1514 -0.175
O 0.9738 -2.1593 0.8835 -0.032
H 0.4574 -3.0083 0.7854 0.122
C -1.0329 -0.9891 -0.0346 -0.212
O -1.5840 -2.1929 -0.5119 0.054
H -2.4132 -2.1049 -0.6688 -0.012
C -1.5952 0.3922 -0.6865 -0.309
O -3.0367 0.3849 -0.7160 0.082
H -3.1205 0.4425 0.1553 0.010
H -1.2791 0.1466 -1.7288 0.184
C -0.8597 1.4497 -0.3118 -0.363
O 0.4705 1.3437 -0.1119 -0.083
O -1.2937 1.5184 1.1671 -0.083
H -0.9262 2.3987 1.5700 0.148
H -0.9941 2.4273 -0.8982 0.201
H -1.3327 -0.8432 1.2631 0.223
H 0.7583 -1.2470 -1.1377 0.108
H 0.8090 0.4652 1.6993 0.220
H 3.0796 -0.4492 0.6715 0.048
H 2.3007 1.0725 -1.4081 0.163
```

Kohn-Sham gap (eV): 10.4
Highest occupied orbital energy (eV): -9.846


<2>
Here is C6H12O6 in the gas phase from the Open Molecules 2025 dataset. Energies are from ωB97M-V with the def2-TZVPD basis set.

XYZ file:
```
24
Properties=species:S:1:pos:R:3:lowdin_charge:R:1
O -2.1775 0.6709 1.2707 0.076
C -1.7759 -0.1897 0.4792 -0.289
C -2.6888 -0.4793 -0.7158 -0.202
O -3.9132 0.1253 -0.4714 -0.042
C -0.4773 -0.8994 0.7163 -0.212
O 0.1496 -0.5080 1.9603 -0.003
C 0.4965 -0.6955 -0.5085 -0.255
O 1.4881 -1.7334 -0.4859 -0.006
C 1.0497 0.6712 -0.6004 -0.377
O 0.1891 1.7218 -0.4163 0.023
C 2.3164 0.9391 0.2189 -0.181
O 3.4098 0.0181 0.1867 -0.078
H -2.7963 -1.5568 -0.7330 0.136
H -2.2578 -0.2598 -1.6929 0.129
H -3.6054 1.0446 -0.1729 0.131
H -0.5852 -2.0066 0.7753 0.177
H -0.3733 0.2272 2.3374 0.099
H -0.1026 -0.8109 -1.4172 0.151
H 2.2308 -1.4886 0.1009 0.085
H 1.4056 0.8682 -1.6076 0.159
H -0.4090 1.6118 0.3658 0.105
H 2.0814 1.0664 1.3161 0.144
H 2.8100 1.8298 -0.1366 0.119
H 3.5353 -0.1664 -0.7691 0.111
```

Kohn-Sham gap (eV): 10.6
Highest occupied orbital energy (eV): -10.227
SMILES: O=C(CO)[C@H](O)[C@H](O)[C@@H](O)CO


It is <2> that is most stable; the runner-up trails by 113.5 kcal/mol.


<1>
Here is C9H11N3O2 in the gas phase from the Open Molecules 2025 dataset. Energies are from ωB97M-V with the def2-TZVPD basis set.

XYZ file:
```
25
Properties=species:S:1:pos:R:3:lowdin_charge:R:1
C 3.7865 -0.4262 0.1026 -0.116
N 2.5212 0.2473 0.2586 -0.027
C 1.2955 -0.2543 -0.2504 -0.136
C 0.1291 0.6751 -0.3398 -0.110
C 0.1475 2.1761 -0.3118 -0.056
C -1.2921 0.1400 -0.1882 -0.194
C -1.5861 -0.7665 0.8181 -0.052
C -2.9041 -1.1544 1.0072 -0.045
C -3.8771 -0.4767 0.2278 -0.178
N -3.6258 0.3500 -0.7395 0.054
C -2.3526 0.6128 -0.9862 -0.099
N 1.0913 -1.6495 -0.3071 -0.340
O 0.2799 -2.0617 -1.1273 0.090
O 1.9096 -2.3326 0.3587 0.040
H 4.0817 -0.8209 -0.9383 0.111
H 4.4514 0.4021 0.4151 0.089
H 3.8170 -1.2631 0.8068 0.068
H 2.4885 1.2542 0.1730 0.101
H 1.0026 2.5783 -1.0744 0.137
H -0.7681 2.5651 -0.6225 0.034
H 0.5902 2.4316 0.7027 0.109
H -0.8422 -1.2756 1.4538 0.128
H -3.2694 -1.7241 1.9777 0.145
H -4.9625 -0.6373 0.3460 0.109
H -2.1120 1.4103 -1.7628 0.137
```

Kohn-Sham gap (eV): 7.2
Highest occupied orbital energy (eV): -8.137
SMILES: CN/C(=C(\C)c1cccnc1)[N+](=O)[O-]


<2>
Here is C9H11N3O2 in the gas phase from the Open Molecules 2025 dataset. Energies are from ωB97M-V with the def2-TZVPD basis set.

XYZ file:
```
25
Properties=species:S:1:pos:R:3:lowdin_charge:R:1
O -2.0363 2.3510 -2.5820 -0.010
N -1.0239 1.6998 -2.4235 -0.121
N -0.3765 0.9431 -3.0782 0.000
N 0.5193 0.1218 -3.1030 0.082
C 0.6286 -0.8973 -2.0423 -0.158
C -0.7601 -1.3980 -1.6317 -0.008
C -0.0765 -0.2706 -0.8224 -0.153
C 0.4836 -0.6448 0.6163 -0.408
O 0.9912 -1.9956 0.5649 -0.031
C 1.4286 0.5416 0.7855 -0.038
C 1.1037 1.4994 1.6495 -0.095
C 0.1037 1.3277 2.7015 -0.105
C -0.6666 0.2655 2.7138 -0.083
C -0.7560 -0.6858 1.5812 -0.066
H 1.4604 -1.5019 -2.2667 0.122
H -1.5998 -1.1392 -2.1081 0.061
H -0.9388 -2.3555 -1.2470 0.097
H -0.4748 0.6540 -0.7374 0.084
H 1.8084 -2.0265 -0.0397 0.133
H 2.2925 0.7441 0.0231 0.154
H 1.7466 2.4445 1.7122 0.126
H -0.0127 2.0242 3.5086 0.098
H -1.4106 0.2569 3.4825 0.102
H -0.9311 -1.6865 1.7872 0.104
H -1.5031 -0.2720 0.9558 0.113
```

Kohn-Sham gap (eV): 8.1
Highest occupied orbital energy (eV): -8.648
SMILES: O=N/N=N\[C@@H]1C[C@H]1[C@@]1(O)C=CC=CC1


It is <1> that is most stable; the runner-up trails by 77.8 kcal/mol.


<1>
Here is 2 unconnected molecules or ions with the total composition C4H11BO2 from the Open Molecules 2025 dataset. Energies are from ωB97M-V with the def2-TZVPD basis set.

XYZ file:
```
18
Properties=species:S:1:pos:R:3:lowdin_charge:R:1
B -2.6767 -0.0160 0.2538 -0.444
C 2.0326 -0.1559 0.4329 -0.090
C 0.2708 0.7199 -1.2335 -0.057
C -0.4467 -0.6604 0.8180 -0.045
C 0.5209 0.3096 0.3053 -0.488
O -3.5251 0.2850 1.2176 0.214
O -3.0305 -0.1260 -1.0484 0.157
H 2.0535 -1.1389 -0.0854 0.083
H 2.3615 0.0084 1.4745 0.073
H 2.5836 0.6275 -0.1521 0.075
H 0.9705 0.1591 -1.8230 0.061
H 0.3764 1.7789 -1.3413 0.063
H -0.7587 0.5194 -1.5497 0.038
H -0.5351 -1.5806 0.2076 0.067
H -0.5270 -0.8476 1.7932 0.002
H 0.4377 1.2885 0.9825 0.155
H -4.3619 0.5256 0.9418 0.070
H -2.2931 -0.6077 -1.4084 0.067
```

Kohn-Sham gap (eV): 8.7
Highest occupied orbital energy (eV): -8.224


<2>
Here is 2 unconnected molecules or ions with the total composition C4H11BO2 from the Open Molecules 2025 dataset. Energies are from ωB97M-V with the def2-TZVPD basis set.

XYZ file:
```
18
Properties=species:S:1:pos:R:3:lowdin_charge:R:1
C 1.4657 0.2074 -0.8498 0.014
B 2.6704 1.3261 -0.7004 -0.666
O 2.9618 1.9417 -1.8528 0.193
O 3.4341 1.6481 0.3777 0.193
H 2.0089 -0.6658 -0.7127 0.026
H 0.8835 0.2927 -1.7580 0.062
H 0.8750 0.2014 0.0902 0.055
H 3.5520 2.6309 -1.7890 0.058
H 3.9752 2.3771 0.5167 0.066
C -1.4358 -1.9154 0.0196 -0.021
C -1.6688 -1.1907 1.1190 -0.227
C -2.5955 -0.0170 0.9634 -0.104
H -0.6549 -2.5885 0.0430 0.029
H -1.9066 -1.4533 -0.8127 0.051
H -1.1357 -1.4288 2.0246 0.088
H -3.0799 0.2041 1.8508 0.043
H -3.3527 -0.3080 0.1887 0.094
H -2.0414 0.7223 0.4939 0.047
```

Kohn-Sham gap (eV): 9.7
Highest occupied orbital energy (eV): -9.397
SMILES: CB(O)O.C=CC


<3>
Here is 2 unconnected molecules or ions with the total composition C4H11BO2 from the Open Molecules 2025 dataset. Energies are from ωB97M-V with the def2-TZVPD basis set.

XYZ file:
```
18
Properties=species:S:1:pos:R:3:lowdin_charge:R:1
B 1.6553 0.1856 -0.1467 -0.236
C -0.8762 0.6898 1.2808 -0.127
C -1.1105 0.5088 -1.2513 -0.070
C -0.8275 -1.5582 0.1475 -0.092
C -0.4883 -0.0826 0.0504 -0.478
O 2.1720 -0.6278 -1.1363 0.091
O 2.8858 0.9048 0.4442 0.030
H -0.2275 0.3466 2.1283 0.091
H -1.9316 0.7803 1.4413 0.065
H -0.6734 1.8250 1.0709 0.110
H -0.7991 1.5526 -1.2760 0.082
H -2.1778 0.1768 -1.1936 0.105
H -0.5910 0.0244 -1.9965 0.039
H -0.5069 -2.1353 -0.7306 0.088
H -0.2225 -1.8794 1.0637 0.110
H -1.8695 -1.6935 0.1930 0.060
H 3.0791 -0.2721 -1.3061 0.115
H 2.5098 1.2542 1.2169 0.017
```

Kohn-Sham gap (eV): 9.7
Highest occupied orbital energy (eV): -9.313


It is <2> that is most stable; the runner-up trails by 26.4 kcal/mol.